[1]
C27H56B3ClO9 | ωB97M-V with the def2-TZVPD basis set

- SMILES: ClCCCB1OBOBO1.C1CCOC1.C1CCOC1.C1CCOC1.C1CCOC1.C1CCOC1.C1CCOC1
- Spin multiplicity: 1
- Orbital gap: 0.3522 Ha
- Total charge: 0
- HOMO: -0.33366 Ha

The geometry in XYZ format:
```
96
Properties=species:S:1:pos:R:3:forces:R:3
Cl -1.998177 5.695923 2.478140 0.13 0.11 -0.18
C -2.512182 3.992650 2.626274 -0.13 -0.06 0.37
C -1.561589 3.199595 3.507542 0.06 0.28 -0.33
C -0.117694 3.132902 2.983306 0.35 -0.21 0.19
B -0.026097 2.559670 1.535565 0.61 0.03 -0.06
O -0.071802 3.370905 0.412043 -0.57 -0.02 0.26
B -0.743444 2.881724 -0.680984 0.25 0.26 -0.39
O -0.981231 1.534559 -0.811714 -0.20 0.14 0.35
B -0.639542 0.699920 0.234228 0.23 -0.56 -0.16
O 0.038862 1.189050 1.327058 -0.66 0.23 0.10
H -3.495805 4.028241 3.084235 -0.10 -0.04 -0.07
H -2.608764 3.584216 1.623335 0.04 0.04 -0.10
H -1.564852 3.664881 4.492115 -0.05 -0.15 0.15
H -1.971527 2.191630 3.589725 -0.03 -0.07 0.12
H 0.356803 4.109536 3.065212 -0.08 0.13 -0.11
H 0.438944 2.458698 3.638412 0.01 0.00 0.07
H -1.143863 3.651508 -1.493921 0.08 -0.10 -0.11
H -0.951903 -0.443308 0.211623 0.08 -0.01 -0.12
C 1.419626 -4.159699 0.431788 -0.05 0.03 0.05
C 0.224737 -5.049999 0.095086 0.07 -0.05 -0.07
C -0.847339 -4.019748 -0.230216 0.01 0.02 0.06
O -0.163856 -2.895315 -0.785316 -0.01 -0.02 0.01
C 1.245094 -3.027140 -0.570596 -0.08 -0.05 -0.07
H 2.382482 -4.659079 0.331465 0.00 -0.01 -0.02
H 1.335491 -3.780828 1.453344 0.00 0.01 -0.01
H 0.438396 -5.654917 -0.787919 -0.04 -0.02 0.01
H -0.067717 -5.719731 0.903020 0.00 0.01 0.02
H -1.379751 -3.700356 0.673878 -0.01 -0.02 0.00
H -1.578909 -4.384103 -0.953181 0.01 0.00 -0.02
H 1.727043 -3.267344 -1.522836 0.06 0.02 0.01
H 1.645774 -2.078315 -0.216598 -0.02 0.04 -0.02
C -2.869780 -7.300376 -3.987168 -0.01 0.05 0.00
C -1.721382 -6.916931 -4.918714 0.01 -0.05 0.01
C -0.756656 -6.241855 -3.952445 -0.04 0.05 0.02
O -0.941475 -6.885969 -2.689731 0.03 0.00 0.03
C -2.119020 -7.693516 -2.721325 0.02 -0.02 -0.04
H -3.496617 -8.104143 -4.369987 0.01 -0.01 -0.01
H -3.504853 -6.432712 -3.796850 0.00 0.00 0.01
H -1.266588 -7.813816 -5.344503 0.01 0.00 0.00
H -2.019500 -6.264534 -5.737715 -0.02 0.01 0.01
H -0.983603 -5.175899 -3.842174 0.01 0.00 -0.03
H 0.287828 -6.342604 -4.250088 0.01 -0.01 0.02
H -1.824680 -8.748355 -2.745381 -0.03 -0.01 -0.01
H -2.693042 -7.516370 -1.810978 0.02 0.01 0.02
C 4.934101 0.154504 -1.697416 -0.02 0.01 0.05
C 6.012029 -0.646694 -0.969916 0.01 -0.02 -0.05
C 5.183392 -1.738512 -0.306182 -0.03 0.02 0.02
O 4.072781 -1.981675 -1.172413 0.13 0.00 -0.01
C 3.991275 -0.948985 -2.157562 -0.02 -0.02 -0.02
H 5.313768 0.752641 -2.524030 0.02 -0.01 -0.01
H 4.424652 0.821429 -0.998517 -0.01 0.00 0.00
H 6.707821 -1.083188 -1.689821 0.00 -0.01 0.00
H 6.585821 -0.061395 -0.253285 -0.01 0.01 0.01
H 4.806048 -1.413643 0.669684 0.03 0.00 0.01
H 5.734732 -2.670416 -0.169529 -0.02 -0.02 0.00
H 4.301236 -1.356873 -3.125723 0.00 0.03 -0.01
H 2.953342 -0.622190 -2.238597 -0.01 -0.03 0.01
C -2.123968 7.872514 6.724421 -0.06 -0.01 0.05
C -1.542247 7.221498 7.978282 0.04 -0.01 -0.03
C -2.377026 5.950906 8.079298 -0.04 0.03 -0.02
O -2.708799 5.582599 6.740283 0.00 -0.01 -0.02
C -2.395723 6.657701 5.847315 0.05 -0.01 0.11
H -1.454789 8.589300 6.251154 0.02 -0.01 0.00
H -3.058125 8.384485 6.965093 0.00 0.00 0.00
H -0.490899 6.972247 7.819310 0.00 -0.01 0.00
H -1.613773 7.842747 8.869795 -0.01 0.01 0.00
H -3.302571 6.128623 8.637880 0.02 0.01 0.02
H -1.843494 5.124870 8.551181 -0.01 -0.02 -0.01
H -1.512300 6.382788 5.265831 0.02 0.04 -0.04
H -3.227987 6.800328 5.158786 -0.01 -0.04 -0.01
C -5.929788 7.111025 -1.678873 0.02 0.04 0.01
C -4.516397 6.538762 -1.770552 -0.04 -0.04 0.00
C -4.107981 6.494281 -0.303583 -0.05 0.04 -0.05
O -5.308949 6.267317 0.438199 0.01 -0.02 0.01
C -6.444560 6.446757 -0.408091 0.02 -0.04 -0.02
H -6.549781 6.893312 -2.547266 0.00 -0.02 -0.01
H -5.889742 8.194780 -1.550702 0.00 0.00 0.01
H -4.546084 5.529411 -2.186865 0.01 0.00 0.00
H -3.838030 7.136879 -2.376868 0.00 0.02 0.00
H -3.668085 7.444510 0.016696 0.03 -0.01 -0.01
H -3.398190 5.699212 -0.080088 0.01 -0.01 0.02
H -6.884518 5.466918 -0.625034 -0.02 0.01 -0.02
H -7.186132 7.047865 0.119337 0.01 0.00 0.02
C 4.661033 -5.076147 -2.618291 -0.08 -0.03 0.02
C 5.113317 -6.517469 -2.842530 0.06 0.03 0.01
C 5.451305 -6.502952 -4.328120 -0.05 0.02 0.00
O 5.904550 -5.180546 -4.622915 0.01 0.00 0.00
C 5.610392 -4.310967 -3.528150 0.05 -0.03 0.04
H 4.719055 -4.747889 -1.582187 -0.01 0.01 0.00
H 3.629499 -4.948867 -2.954389 0.00 0.02 0.01
H 6.008670 -6.727543 -2.253111 0.00 0.00 0.00
H 4.357369 -7.259243 -2.589310 -0.02 0.01 -0.01
H 4.566496 -6.717735 -4.937552 0.00 -0.03 0.02
H 6.234904 -7.212202 -4.596953 0.02 0.01 -0.02
H 6.545058 -4.066308 -3.009523 -0.02 0.02 0.02
H 5.179450 -3.387420 -3.915656 0.00 0.00 -0.03
```
Forces are in eV/Å.



[2]
CH4N2O2 | ωB97M-V with the def2-TZVPD basis set

- SMILES: N[C@]1(O)NO1
- Spin multiplicity: 1
- Orbital gap: 0.3701 Ha
- Total charge: 0
- Energy above the lowest of the compared OMol25 structures with the same formula, charge and spin: 57.8 kcal per mole
- HOMO: -0.34574 Ha

The geometry in XYZ format:
```
9
Properties=species:S:1:pos:R:3:forces:R:3
N 0.189484 1.241238 -0.072378 -1.18 0.66 -0.90
C -0.270412 -0.098847 -0.142583 1.68 1.84 1.32
O -1.564456 -0.193256 0.294826 0.36 0.09 -0.29
N 0.650085 -1.040438 0.428395 -0.73 -3.08 -1.76
O 0.149880 -0.889526 -1.139681 -0.09 -0.54 0.89
H -0.029186 1.682271 0.807973 0.11 0.01 -0.10
H 1.122078 1.406673 -0.420618 -0.14 -0.25 0.22
H -1.886915 -1.076632 0.071615 0.14 0.02 0.09
H 1.639444 -1.031484 0.172450 -0.15 1.25 0.53
```
Forces are in eV/Å.



[3]
C5H14N2O | ωB97M-V with the def2-TZVPD basis set

- Spin multiplicity: 2
- Orbital gap (alpha / beta): 0.3117 / 0.1933 Ha
- Total charge: +1
- Energy above the lowest of the compared OMol25 structures with the same formula, charge and spin: 85.4 kcal per mole
- HOMO (alpha / beta): -0.49061 / -0.48912 Ha

The geometry in XYZ format:
```
22
Properties=species:S:1:pos:R:3:forces:R:3
C -2.391411 1.322372 -0.416606 -2.64 -2.63 1.01
C -1.529351 0.909639 0.778545 -0.08 -1.35 2.53
C -0.231342 0.221582 0.167568 -0.52 1.59 -1.94
C 1.002876 0.606518 1.124984 -0.82 2.08 -0.77
C 2.390094 -1.293719 0.207301 0.95 2.20 1.74
N 2.123092 -0.221864 0.863479 -0.78 -2.53 -1.69
N -2.127265 -0.041895 1.858715 3.67 -1.52 -4.21
H -2.763567 0.376633 -1.027913 0.77 1.83 1.30
H -1.645468 1.774357 -0.957943 0.70 1.93 -2.08
H -3.304044 1.941213 -0.150977 1.36 -0.58 -0.37
H -1.187303 1.804107 1.393870 -0.52 -0.79 -1.02
H -0.336442 -0.863352 -0.010833 0.01 0.43 0.65
H -0.188395 0.683085 -0.937214 0.83 -0.99 2.52
H 1.225183 1.734307 1.123948 0.24 -1.56 -1.13
H 0.603508 0.626110 2.119079 0.15 -1.42 1.01
H 1.734594 -1.890530 -0.423112 -0.54 0.34 -0.04
H 3.425026 -1.668607 0.264207 -0.31 0.22 0.12
H -2.560181 -0.826259 1.337133 0.80 0.17 0.18
H -2.911790 0.293636 2.245569 -3.30 2.51 2.10
H 3.576329 -1.782627 -2.935806 2.38 0.51 0.46
H 2.328728 -1.516017 -3.501449 -2.98 3.51 -2.47
O 2.767138 -2.188680 -3.122536 0.61 -3.94 2.10
```
Forces are in eV/Å.



[4]
C33H32ClMgN5O5PS6 | ωB97M-V with the def2-TZVPD basis set

- Spin multiplicity: 1
- Orbital gap: 0.2487 Ha
- Total charge: -1
- Energy above the lowest of the compared OMol25 structures with the same formula, charge and spin: 0.4 kcal per mole
- HOMO: -0.17228 Ha

The geometry in XYZ format:
```
84
Properties=species:S:1:pos:R:3:forces:R:3
Mg -1.329510 0.462616 1.290408 -0.12 -0.08 0.47
O -5.221983 1.378161 -0.418402 0.01 -0.04 0.05
S -3.854117 1.011782 -0.679151 -0.12 -0.09 0.00
O -3.033032 2.076170 -1.248933 0.00 0.05 -0.02
O -3.202257 0.364948 0.483845 0.18 0.18 -0.14
C -3.904980 -0.251759 -1.946158 0.06 0.03 -0.02
C -5.157192 -0.610086 -2.430719 0.01 0.06 0.01
C -5.268016 -1.510223 -3.476055 0.02 -0.03 -0.04
C -4.122147 -2.041544 -4.051394 -0.04 0.01 0.00
C -2.877951 -1.688313 -3.558105 0.01 0.04 0.04
C -2.741472 -0.802762 -2.487982 -0.02 -0.09 -0.04
P -1.053185 -0.407016 -1.836514 -0.04 0.08 0.01
C -0.363912 0.402989 -3.337017 0.03 -0.03 0.01
C -0.480628 1.790986 -3.391667 0.00 -0.02 0.00
C -0.021591 2.497393 -4.493436 0.00 0.00 0.00
C 0.574089 1.825071 -5.550717 0.00 0.01 0.00
C 0.700406 0.443830 -5.503590 -0.01 -0.01 0.00
C 0.231083 -0.263367 -4.405939 0.00 0.01 0.01
C -0.269881 -2.060567 -1.846724 0.01 -0.01 0.00
C -0.992809 -3.221907 -1.575600 -0.01 0.01 -0.03
C -0.343100 -4.434608 -1.404099 0.00 -0.01 0.00
C 1.041630 -4.504524 -1.487751 -0.02 0.00 0.01
C 1.771066 -3.350509 -1.728536 0.01 0.00 -0.01
C 1.119947 -2.138067 -1.902151 -0.01 0.01 0.03
H -6.030168 -0.158354 -1.981562 0.00 0.00 0.01
H -6.246840 -1.786137 -3.847545 0.00 0.00 -0.01
H -4.194772 -2.733403 -4.881368 -0.01 0.00 0.00
H -1.989484 -2.119509 -4.002786 0.00 0.01 0.00
H -0.956110 2.304853 -2.565548 -0.01 0.01 0.00
H -0.123448 3.575242 -4.523374 0.00 0.00 0.00
H 0.943646 2.375442 -6.406857 0.00 0.00 0.00
H 1.168294 -0.086452 -6.323817 0.00 0.00 0.00
H 0.341965 -1.339931 -4.376378 0.01 -0.01 0.00
H -2.070994 -3.178774 -1.484859 0.01 -0.01 0.01
H -0.921616 -5.326404 -1.194867 0.00 0.00 0.00
H 1.549220 -5.450234 -1.344249 0.00 0.00 0.00
H 2.852471 -3.379458 -1.748787 0.00 0.01 0.00
H 1.708281 -1.239391 -2.038901 0.02 0.01 -0.01
Cl -0.649959 -4.598221 6.567699 0.00 -0.01 0.01
C -1.036730 -3.260852 5.511263 -0.01 0.01 -0.01
C -1.713682 -2.141772 6.038235 0.01 0.00 -0.01
C -2.033610 -1.083602 5.241389 -0.01 -0.01 0.01
C -1.697771 -1.048821 3.845602 0.02 -0.01 0.01
O -2.013134 -0.046212 3.141083 -0.05 0.02 -0.20
C -1.005102 -2.205344 3.343945 -0.01 0.05 -0.02
C -0.628992 -2.332684 1.971082 0.02 -0.03 0.02
O -0.760576 -1.486782 1.081284 -0.04 0.08 0.03
C -0.696062 -3.289942 4.195157 0.01 -0.02 0.00
H -1.975928 -2.134300 7.088889 0.00 0.00 0.00
H -2.553848 -0.222699 5.640598 0.00 0.00 0.00
H -0.179868 -3.298328 1.684363 0.01 0.01 0.00
H -0.175594 -4.146877 3.783043 0.00 0.00 0.00
C 0.065539 5.767586 1.321398 0.01 0.01 0.02
N -0.182502 4.659485 0.408229 0.01 -0.01 -0.04
C -1.238240 4.950649 -0.547992 0.00 0.00 0.01
C -0.147538 3.362639 0.903818 0.03 -0.01 -0.03
N -1.007166 2.457500 0.643506 -0.07 -0.10 -0.01
N 0.971554 3.109326 1.677823 -0.02 -0.06 0.00
C 1.340950 1.883345 2.222249 0.12 0.01 0.05
N 2.637820 1.877520 2.690410 -0.07 0.01 -0.06
N 0.519501 0.916237 2.326142 0.07 -0.16 -0.22
H 0.353127 6.644987 0.743191 0.00 0.00 0.00
H 0.866760 5.549155 2.021867 -0.02 0.01 -0.01
H -0.831115 6.012031 1.904059 0.00 0.00 0.00
H -1.021397 5.912740 -1.009957 0.00 0.00 0.01
H -2.229043 4.999132 -0.080183 0.00 -0.01 0.00
H -1.266839 4.194838 -1.329119 0.00 -0.01 0.00
H -1.771894 2.753195 0.040690 -0.03 0.05 0.02
H 1.709110 3.786837 1.605805 0.02 0.01 -0.01
H 3.302750 2.381015 2.117230 -0.01 0.01 0.03
H 2.979003 0.936762 2.861789 -0.03 0.02 0.02
H 0.999584 0.085191 2.667399 0.02 0.03 0.02
C 5.446514 -2.651610 3.041960 -0.02 -0.01 0.01
S 5.200504 -0.959357 3.630908 0.01 0.00 0.02
C 5.258416 -0.078826 2.120539 0.03 0.00 -0.02
C 4.343910 -0.189887 1.115337 0.09 0.09 -0.09
S 2.945424 -1.155795 0.990285 -0.02 -0.04 0.02
S 4.671177 0.916046 -0.228148 0.07 -0.06 0.04
C 6.092817 1.697434 0.376949 -0.18 0.06 0.11
S 6.857740 2.942130 -0.392520 0.09 0.01 -0.07
S 6.568880 1.069465 1.902619 -0.02 -0.06 -0.03
H 5.317894 -3.309404 3.901039 0.01 0.01 0.01
H 6.447644 -2.772209 2.633010 0.00 0.00 0.00
H 4.689048 -2.877890 2.293297 0.00 0.00 0.00
```
Forces are in eV/Å.



[5]
C14H14BHfNO2 | ωB97M-V with the def2-TZVPD basis set

- Spin multiplicity: 1
- Orbital gap: 0.3000 Ha
- Total charge: 0
- Energy above the lowest of the compared OMol25 structures with the same formula, charge and spin: 0.0 kcal per mole
- HOMO: -0.29811 Ha

The geometry in XYZ format:
```
33
Properties=species:S:1:pos:R:3:forces:R:3
C -1.789898 -0.933754 -2.991244 0.56 0.70 -1.01
C -0.451778 -1.419743 -3.168085 -0.31 0.63 -0.94
C 0.446230 -0.327183 -2.941631 -0.42 0.23 -0.52
C -0.329862 0.821192 -2.589142 -0.18 -0.08 -0.92
C -1.713953 0.446344 -2.602744 0.44 -0.08 -1.54
Hf -0.737664 -0.805927 -0.859456 -1.44 -0.78 3.24
C -1.088505 -2.978100 -0.405833 0.83 -0.17 -0.52
C -2.483144 -2.556462 -0.162475 -2.02 2.09 0.46
C -3.630319 -3.287893 -0.160379 1.53 0.89 -0.26
N -2.560661 -0.939733 0.001128 0.68 -2.86 0.31
H 1.524283 -0.342429 -3.116067 -0.42 -0.04 0.37
H -0.178049 -2.408933 -3.541793 -0.12 0.40 0.37
H 0.053979 1.830655 -2.430949 -0.11 -0.50 0.21
H -2.562759 1.122684 -2.486875 0.38 -0.37 0.25
H -2.704405 -1.477717 -3.238439 0.39 0.10 0.57
H -0.992613 -3.744878 -1.182722 -0.09 0.01 0.41
H -3.457963 -0.636868 0.370222 0.26 -0.22 -0.38
H -0.550936 -3.262878 0.515180 -0.27 0.04 -0.21
H -3.548092 -4.345475 -0.409695 -0.17 0.20 0.37
H -4.599440 -2.829747 0.024834 0.17 -0.16 -0.17
O 0.903282 2.000377 0.511028 -0.75 -1.24 -0.29
B 0.534078 0.623085 0.689142 0.57 0.31 0.39
O 1.114018 0.163707 1.925203 -0.94 -0.11 -1.32
C 1.836402 1.195754 2.393331 0.86 0.96 0.26
C 2.710482 1.201044 3.458967 0.07 0.18 0.01
C 3.489056 2.353008 3.653862 -0.16 -0.22 0.17
C 3.355213 3.457440 2.817061 -0.22 0.20 -0.17
C 2.440796 3.449334 1.749811 0.16 0.07 0.21
C 1.708368 2.301806 1.549943 0.80 -0.01 0.81
H 2.790287 0.321355 4.087587 0.11 0.12 0.00
H 4.200667 2.367564 4.481169 -0.19 0.07 -0.27
H 3.958857 4.351406 2.981425 -0.15 -0.30 0.00
H 2.314043 4.290965 1.077637 0.14 -0.03 0.09
```
Forces are in eV/Å.



[6]
C6H10 | ωB97M-V with the def2-TZVPD basis set

- SMILES: C#CCC(C)C
- Spin multiplicity: 1
- Orbital gap: 0.4031 Ha
- Total charge: 0
- Energy above the lowest of the compared OMol25 structures with the same formula, charge and spin: 32.5 kcal per mole
- HOMO: -0.36365 Ha

The geometry in XYZ format:
```
16
Properties=species:S:1:pos:R:3:forces:R:3
C 2.753732 0.616367 -0.109014 -0.41 0.03 0.20
C 1.651208 0.632942 0.376392 0.44 0.10 -0.26
C 0.295486 0.843127 0.896702 -0.02 0.09 0.02
C -0.820651 0.078653 0.152945 -0.05 -0.03 0.00
C -0.723141 0.185961 -1.369404 0.01 0.03 -0.04
C -0.844134 -1.389254 0.574970 0.01 -0.07 0.02
H 3.728402 0.667193 -0.540708 -0.14 -0.16 0.09
H 0.124005 1.924848 0.834258 -0.11 -0.13 -0.02
H 0.248702 0.585293 1.963381 0.09 0.03 -0.19
H -1.764279 0.543807 0.470708 0.13 -0.08 -0.02
H -1.570973 -0.331725 -1.833090 0.13 0.10 0.06
H 0.197240 -0.285529 -1.733046 -0.12 0.08 0.08
H -0.729114 1.224380 -1.719214 0.01 -0.12 0.10
H -0.943706 -1.492836 1.661440 0.01 0.01 -0.15
H -1.684557 -1.912499 0.105497 0.14 0.05 0.06
H 0.081786 -1.890727 0.268182 -0.11 0.06 0.05
```
Forces are in eV/Å.